Record 1
19
Properties=species:S:1:pos:R:3:lowdin_charge:R:1 method="wB97M-V/def2-TZVPD" mol_weight_g_mol=193.12 orbital_gap_ev="6.5 / 6.1" multiplicity=3 s2=2.024
C -1.450 1.254 1.105 0.0224
C -0.137 1.441 1.216 0.0454
C -2.089 0.449 0.083 -0.1941
C -1.476 -0.463 -0.640 0.0157
C 0.880 0.954 0.213 -0.2794
C 0.731 -0.483 -0.229 -0.1914
C 1.387 -0.928 -1.496 -0.0142
N 0.659 -1.439 0.839 -0.4232
O 0.540 -1.003 1.971 0.0362
O 0.708 -2.615 0.551 0.0433
F -3.420 0.650 -0.074 0.0871
F -1.813 -1.295 -1.582 0.1558
F 0.787 1.733 -0.930 0.0140
H -2.131 1.699 1.813 0.1297
H 0.254 2.045 2.019 0.1283
H 1.899 1.117 0.599 0.1636
H 1.710 -1.964 -1.392 0.0878
H 2.239 -0.286 -1.711 0.0882
H 0.720 -0.865 -2.355 0.0849

***

Record 2
76
Properties=species:S:1:pos:R:3:lowdin_charge:R:1 method="wB97M-V/def2-TZVPD" e_above_lowest_kcal_mol=0.0 mol_weight_g_mol=708.53 orbital_gap_ev=6.7 total_charge=-1
Pd 0.542 0.933 0.524 0.3037
Cl -1.805 2.607 2.646 0.6925
C -1.203 4.079 1.942 -0.6615
C -1.228 5.215 2.738 -0.1234
C -0.741 6.413 2.242 -0.0999
C -0.235 6.460 0.952 -0.0933
C -0.228 5.318 0.167 -0.0808
C -0.714 4.096 0.635 -0.3597
P -0.559 2.534 -0.340 0.8671
C -0.086 3.208 -1.989 -0.3579
C -0.953 3.971 -2.774 -0.0951
C -0.557 4.437 -4.014 -0.0929
C 0.717 4.139 -4.491 -0.1027
C 1.580 3.373 -3.726 -0.0850
C 1.176 2.906 -2.480 -0.0964
C -2.326 2.158 -0.711 -0.3691
C -3.408 2.973 -0.396 -0.1141
C -4.703 2.594 -0.728 -0.0961
C -4.928 1.397 -1.392 -0.1043
C -3.852 0.580 -1.718 -0.0836
C -2.563 0.952 -1.374 -0.1042
H -1.623 5.147 3.742 0.0962
H -0.755 7.300 2.862 0.0967
H 0.157 7.387 0.551 0.0975
H 0.171 5.375 -0.836 0.0961
H -1.949 4.192 -2.407 0.1043
H -1.238 5.026 -4.616 0.0955
H 1.027 4.496 -5.466 0.0933
H 2.563 3.123 -4.104 0.0986
H 1.826 2.280 -1.878 0.0862
H -3.247 3.913 0.120 0.0978
H -5.536 3.236 -0.467 0.0951
H -5.937 1.099 -1.650 0.0927
H -4.018 -0.358 -2.233 0.1010
H -1.727 0.302 -1.612 0.0839
C 4.043 0.869 1.446 -0.1674
S 2.916 -0.488 1.650 0.3437
O 3.683 -1.569 2.250 -0.3580
O 2.433 -0.794 0.291 -0.4142
O 1.828 0.026 2.490 -0.4088
H 4.852 0.544 0.795 0.0567
H 4.422 1.146 2.427 0.0568
H 3.484 1.689 0.999 0.0390
C 2.961 -4.151 0.385 -0.0711
C 2.127 -4.195 1.657 -0.2061
N 1.036 -5.166 1.595 -0.0505
C 1.413 -6.574 1.570 -0.2111
C 1.126 -7.231 0.225 -0.0758
C -0.283 -4.897 1.736 -0.4092
O -1.105 -5.796 1.905 0.0343
C -0.779 -3.481 1.671 -0.0999
C -1.858 -3.140 2.477 -0.0069
C -2.409 -1.878 2.366 -0.0439
C -1.883 -1.006 1.424 -0.1413
N -0.862 -1.324 0.633 0.0651
C -0.316 -2.529 0.767 -0.0796
H 3.726 -3.386 0.502 0.0640
H 2.344 -3.891 -0.476 0.0635
H 3.440 -5.114 0.187 0.0654
H 1.735 -3.210 1.880 0.0881
H 2.765 -4.459 2.506 0.1261
H 0.866 -7.098 2.355 0.1149
H 2.477 -6.625 1.802 0.1130
H 0.060 -7.176 0.009 0.0695
H 1.422 -8.282 0.243 0.0691
H 1.673 -6.729 -0.574 0.0652
H -2.255 -3.875 3.166 0.1173
H -3.240 -1.570 2.987 0.1011
H -2.294 -0.011 1.288 0.0720
H 0.522 -2.739 0.113 0.0913
C 1.148 -1.765 -2.573 -0.1822
O 0.589 -0.471 -2.491 -0.1588
H 0.431 -2.537 -2.262 0.0679
H 2.047 -1.854 -1.957 0.0580
H 1.412 -1.950 -3.617 0.0718
H 0.665 -0.172 -1.566 -0.0070

***

Record 3
101
Properties=species:S:1:pos:R:3:lowdin_charge:R:1 method="wB97M-V/def2-TZVPD" e_above_lowest_kcal_mol=87.8 mol_weight_g_mol=1116.39 orbital_gap_ev=3.3 total_charge=-2
Sr -1.273 0.566 0.485 1.2862
I 2.020 -1.615 2.049 0.9891
C 4.040 -2.017 1.534 -0.5805
C 4.695 -2.810 2.447 -0.1990
C 6.014 -3.225 2.235 -0.1068
C 6.655 -2.851 1.089 -0.0635
C 6.018 -2.024 0.136 -0.1756
C 6.732 -1.669 -1.023 -0.0576
C 6.165 -0.858 -1.967 -0.0721
C 4.876 -0.369 -1.764 -0.0933
C 4.114 -0.672 -0.645 -0.2721
P 2.427 0.174 -0.591 1.0082
C 2.934 1.898 -0.959 -0.3636
C 4.143 2.440 -0.523 -0.1271
C 4.420 3.786 -0.717 -0.1259
C 3.489 4.607 -1.341 -0.0920
C 2.269 4.082 -1.746 -0.0984
C 1.985 2.740 -1.542 -0.1330
C 1.823 -0.479 -2.208 -0.3587
C 1.864 0.150 -3.448 -0.1029
C 1.472 -0.531 -4.591 -0.1338
C 1.050 -1.850 -4.517 -0.1379
C 0.974 -2.475 -3.280 -0.1136
C 1.346 -1.788 -2.137 -0.2030
C 4.672 -1.549 0.342 -0.1824
H 4.171 -3.127 3.338 0.0664
H 6.511 -3.843 2.974 0.0934
H 7.668 -3.182 0.890 0.1004
H 7.738 -2.054 -1.153 0.1006
H 6.712 -0.590 -2.863 0.1003
H 4.455 0.288 -2.510 0.1031
H 4.875 1.810 -0.030 0.0925
H 5.366 4.196 -0.379 0.0813
H 3.711 5.657 -1.497 0.0856
H 1.518 4.710 -2.209 0.0706
H 1.011 2.340 -1.803 0.0201
H 2.179 1.182 -3.533 0.1164
H 1.494 -0.024 -5.549 0.1089
H 0.763 -2.381 -5.416 0.0978
H 0.607 -3.491 -3.198 0.0976
H 1.243 -2.258 -1.164 0.0121
O -3.048 -0.226 -0.827 -0.2911
N -3.546 -1.302 -0.300 -0.2474
C -4.863 -1.360 -0.012 -0.0478
C -5.473 -2.495 0.463 -0.0993
C -4.692 -3.630 0.691 -0.1118
C -3.339 -3.557 0.454 -0.1253
C -2.731 -2.386 -0.040 -0.6903
S -1.079 -2.305 -0.410 0.6620
H -5.395 -0.440 -0.205 0.1299
H -6.537 -2.489 0.657 0.0893
H -5.146 -4.545 1.053 0.0943
H -2.684 -4.398 0.627 0.0948
O -2.784 4.139 4.972 0.0636
C -2.254 3.599 3.841 -0.3215
C -3.019 3.382 2.701 0.0019
C -2.397 2.813 1.605 -0.1904
N -1.103 2.539 1.571 -0.1454
C -0.412 2.713 2.676 -0.7353
Br 1.415 2.257 2.574 0.8146
C -0.905 3.264 3.840 -0.0487
H -3.741 4.062 4.922 0.1032
H -4.084 3.579 2.694 0.1218
H -2.939 2.627 0.683 0.1287
H -0.297 3.372 4.725 0.1158
C -4.985 -5.081 4.625 -0.0631
C -4.284 -3.829 4.163 -0.2942
C -2.944 -3.851 3.806 -0.0474
C -2.296 -2.695 3.388 -0.0420
C -2.998 -1.508 3.338 -0.2381
C -4.342 -1.468 3.689 -0.0546
C -4.982 -2.623 4.097 -0.0517
S -2.265 0.064 2.898 0.4312
O -2.400 0.819 4.124 -0.2650
O -0.890 -0.173 2.498 -0.5748
O -3.113 0.518 1.801 -0.4594
H -4.341 -5.952 4.505 0.0682
H -5.901 -5.243 4.053 0.0718
H -5.262 -5.002 5.679 0.0732
H -2.395 -4.786 3.847 0.1107
H -1.253 -2.708 3.096 0.1059
H -4.863 -0.520 3.637 0.1173
H -6.032 -2.596 4.369 0.1087
C -0.884 -0.110 -3.831 -0.0949
C -0.608 1.365 -3.852 -0.2274
C -0.516 2.073 -5.031 -0.1243
C -0.306 3.459 -5.065 -0.1672
C -0.217 4.134 -3.844 -0.1284
C -0.301 3.474 -2.633 -0.2775
C -0.209 4.228 -1.338 -0.1198
C -0.476 2.024 -2.553 -0.4521
N -0.469 1.363 -1.421 -0.2027
H -0.917 -0.524 -4.845 0.0740
H -1.829 -0.298 -3.312 0.0811
H -0.126 -0.626 -3.241 0.0164
H -0.603 1.531 -5.974 0.0853
H -0.232 3.994 -6.007 0.0508
H -0.080 5.217 -3.843 0.0879
H -0.014 5.292 -1.513 0.0763
H 0.586 3.810 -0.709 0.0555
H -1.143 4.123 -0.775 0.0665